Molecular formula: C9H22CrN2O5
Method: DFT, ωB97M-V with the def2-TZVPD basis set

Positions of all 39 atoms, in Å:
Cr 0.55581 0.28316 -0.01288
C 2.77955 -0.25674 0.90785
O 2.58591 0.15633 -0.25869
O 3.77456 -0.55447 1.50836
O 1.60738 -0.23704 1.53011
C -0.72146 2.88180 3.28478
C -0.36099 1.82876 2.24914
C -1.63964 1.13115 1.81373
O -1.27015 -0.07906 1.09220
C -1.13517 -1.20234 1.91867
N 0.34818 2.42571 1.05552
H -1.39710 3.55500 2.78938
H 0.07829 3.48203 3.60098
H -1.31072 2.46464 4.14742
H 0.30971 1.05502 2.62922
H -2.21782 1.72569 1.12631
H -2.26856 0.78738 2.63450
H -1.17922 -2.01996 1.19821
H -2.09375 -1.27138 2.38593
H -0.22963 -1.35840 2.57511
H 1.32139 2.62760 1.26038
H -0.18400 3.28194 0.89425
C -0.18914 -0.33191 -4.27095
C -0.57483 -0.56566 -2.81355
C 0.36648 -1.62618 -2.33490
O 0.20269 -2.01464 -1.02422
C 0.81433 -3.18500 -0.55196
N -0.30150 0.60377 -1.96131
H -0.52643 -1.19063 -4.81204
H 0.91677 -0.25943 -4.30914
H -0.63798 0.62141 -4.58419
H -1.59220 -0.86217 -2.65209
H 1.41283 -1.21809 -2.46838
H 0.37006 -2.50995 -3.00389
H 0.60634 -4.06674 -1.09772
H 0.36645 -3.31372 0.43342
H 1.88170 -3.14424 -0.44693
H -1.01688 1.28434 -2.14157
H 0.54875 1.07203 -2.29104

Values from the calculation:
**E_tot**: -1886.306698 hartree
**2S+1**: 5
**HOMO-LUMO gap (alpha / beta)**: 6.7 / 7.6 eV
**Highest occupied orbital energy (alpha / beta)**: -6.68 / -7.63 eV
**LUMO level (alpha / beta)**: 0.0 / 0.0 eV